Density functional theory data (ωB97M-V/def2-TZVPD) for a single C6H16NO molecule.

Computed properties:
M = 118.2 g/mol
Spin multiplicity = 2
Gap between HOMO and LUMO (alpha / beta) = 3.8 / 11.6 eV
ΔE to the lowest compared entry with this formula, charge and spin = 264.3 kJ/mol

Last column: Löwdin charge in e.
Element x y z (Å)
O  2.348  0.125  -1.992  -0.1472
N  -0.286  0.549  -2.419  0.0511
C  0.282  0.264  -0.977  -0.3405
C  1.668  0.901  -0.963  -0.1994
C  -0.510  0.547  1.531  -0.2241
C  -0.680  0.907  0.029  -0.1902
C  -0.161  -0.870  1.940  -0.2767
C  -1.331  -1.835  1.815  -0.1235
H  3.222  -0.237  -1.807  0.0905
H  -1.138  -0.007  -2.473  -0.0015
H  -1.862  -1.728  0.879  0.0557
H  -1.288  1.010  2.116  0.1090
H  0.572  0.384  -3.083  0.1000
H  -0.482  1.987  0.045  0.1075
H  1.758  1.913  -1.296  0.1115
H  0.222  -0.992  2.965  0.1114
H  0.642  -1.275  1.289  0.1018
H  2.092  0.533  0.000  0.1349
H  -1.199  -2.873  2.067  0.0629
H  0.443  1.011  1.840  0.1023
H  -2.160  -1.528  2.487  0.0798
H  -0.781  1.465  -2.697  0.0246
H  0.412  -0.841  -1.104  0.1422
H  -1.783  0.591  -0.193  0.1177